No. 1
The following is a quantum chemistry calculation of the molecule C6H6O, from OMol25.

Geometry as XYZ:
```
13
Properties=species:S:1:pos:R:3:forces:R:3:mulliken_charge:R:1
O 2.277767 0.601647 1.495877 -0.1 -0.2 0.2 -0.483
C 1.328090 1.226088 0.736856 -0.3 0.2 -0.1 0.013
C 0.029964 -1.194814 -1.952963 -0.1 0.0 0.1 -0.622
C -0.815421 -0.936317 -0.995266 0.0 0.0 0.0 0.132
C -1.579799 -0.555023 -0.000464 0.1 -0.1 -0.2 -0.381
C 0.034321 1.061699 0.863505 0.1 -0.1 0.0 -0.193
C -1.196645 0.603326 0.847920 0.2 0.1 0.0 -0.322
H 1.826468 -0.067710 2.029548 0.2 0.1 0.0 0.311
H 1.774031 1.906910 0.017502 -0.1 0.0 0.1 0.329
H 0.890568 -1.839664 -1.789005 -0.2 0.0 0.0 0.247
H -0.089061 -0.754624 -2.939985 0.0 -0.1 0.1 0.241
H -2.496337 -1.089830 0.238890 0.1 0.1 -0.1 0.370
H -1.979868 1.054791 1.456144 0.1 -0.1 -0.1 0.358
```
Positions in Å, forces in eV/Å.

- Energy above the lowest of the compared OMol25 structures with the same formula, charge and spin: 3.5688 eV
- E: -307.332281 Eh
- E_LUMO: 0.71 eV
- HOMO: -8.833 eV

No. 2
The following is a quantum chemistry calculation of a cluster of 9 separate species, C28H60BBrClNO11S8 in total, from OMol25.

Geometry as XYZ:
```
111
Properties=species:S:1:pos:R:3:forces:R:3:mulliken_charge:R:1
C 0.089015 -1.822212 0.466646 0.5 0.1 0.8 -0.003
B 0.110182 -1.261408 -1.079147 -1.3 1.5 1.1 0.732
O -0.213311 0.190537 -1.277887 -0.6 -3.7 -0.2 -0.462
N 0.382018 -2.074965 -2.334250 1.5 0.4 -0.6 -0.287
C 1.205440 -1.035073 -3.123258 -0.5 2.3 -3.8 0.151
O 0.833942 -0.382939 -4.231181 2.6 -4.3 7.5 -0.553
C 2.596263 -1.043633 -2.255342 2.8 -0.8 1.5 0.239
C 3.742674 0.094929 -1.978547 0.0 -4.5 1.5 -0.593
C 4.996549 -0.367118 -0.972636 -3.6 -2.6 -1.3 -0.461
Br 6.377529 1.068575 -0.613960 -1.6 -1.9 -0.3 -0.185
C 5.082749 -1.907677 -0.327213 -2.1 0.3 -1.3 0.705
C 6.324000 -2.347696 0.691629 -1.2 1.2 -0.1 -0.201
C 5.813842 -3.196005 2.010407 1.5 -0.4 0.4 0.010
C 5.738833 -4.819640 1.788423 -0.7 -0.3 -0.4 -0.997
Cl 4.213535 -2.507824 2.744200 1.5 -0.7 -0.8 -0.155
C 3.903403 -3.049093 -0.649383 -0.7 4.6 -2.4 -0.128
C 2.677202 -2.551808 -1.617335 2.5 1.8 0.4 0.312
C 1.316931 -3.290097 -2.158213 -0.4 -3.7 -0.4 0.232
O 1.030095 -4.564210 -2.442127 1.9 8.6 2.1 -0.592
H -0.633176 -1.167486 1.155757 1.6 -1.6 -1.7 -0.402
H 1.173014 -1.677336 0.945210 -2.2 -0.3 -1.0 0.088
H -0.163317 -2.959864 0.580866 0.4 2.1 -0.2 0.210
H -1.183782 0.172078 -1.549426 1.3 0.8 0.2 0.274
H 3.661005 1.152679 -2.477768 0.3 -2.3 1.2 0.386
H 7.136609 -2.961452 0.114878 -1.7 1.3 1.2 0.070
H 6.808363 -1.340520 1.107140 -1.0 -2.3 -1.1 0.323
H 6.629490 -3.001595 2.859405 -1.9 -0.4 -2.0 0.411
H 6.148101 -5.421954 2.722987 -0.7 1.4 -2.1 0.291
H 4.635768 -5.229123 1.603396 2.3 1.1 0.5 0.294
H 6.336999 -5.071261 0.807496 -0.9 0.4 2.1 0.231
H 3.906296 -4.135442 -0.208470 0.1 2.5 -0.9 0.091
C -2.316183 4.000913 -1.010860 0.1 0.0 0.1 -0.996
S -3.311223 3.000298 -2.142948 0.0 -0.3 0.0 0.568
O -2.834171 1.582904 -2.030107 0.1 0.4 -0.1 -0.643
C -2.612680 3.690011 -3.662436 0.2 0.0 -0.1 -1.059
H -2.559244 3.711005 0.013995 0.0 -0.1 -0.2 0.392
H -1.253504 3.826938 -1.194325 -0.1 -0.1 -0.1 0.204
H -2.553856 5.057892 -1.153281 -0.1 -0.1 0.0 0.442
H -1.530952 3.535377 -3.680569 -0.1 -0.1 0.1 0.317
H -2.840236 4.757148 -3.717234 -0.1 -0.1 0.1 0.357
H -3.065555 3.179955 -4.515990 0.0 0.0 0.2 0.334
C -0.304938 0.915992 5.469016 0.2 0.0 0.0 -0.942
S -1.159913 -0.380165 4.540599 0.0 0.1 -0.3 0.482
O -0.119920 -1.339995 4.044150 -0.2 0.3 0.1 -0.584
C -1.636867 0.672747 3.149053 0.2 -0.1 -0.1 -0.553
H 0.115021 0.474295 6.375653 -0.1 -0.1 -0.1 0.339
H 0.501106 1.338370 4.864775 -0.1 -0.1 -0.1 0.225
H -1.017117 1.697607 5.744433 0.0 -0.1 -0.1 0.354
H -0.747325 1.110549 2.689249 -0.1 0.0 0.2 0.129
H -2.304737 1.462470 3.500983 0.0 -0.1 0.0 0.447
H -2.160331 0.058937 2.412148 -0.1 0.0 0.3 0.150
C 11.633097 -2.506340 0.501078 0.0 0.0 0.1 -0.992
S 10.074524 -3.142734 -0.161353 0.0 -0.1 0.3 0.506
O 9.067105 -3.113560 0.949310 0.7 -0.2 -0.3 -0.568
C 10.635013 -4.853151 -0.342566 0.0 -0.1 0.1 -0.970
H 11.506480 -1.445254 0.728055 -0.1 -0.2 -0.1 0.324
H 11.897492 -3.043343 1.414826 -0.1 0.0 -0.1 0.309
H 12.422061 -2.624365 -0.245635 -0.1 0.0 0.0 0.386
H 10.961844 -5.244022 0.624271 -0.1 0.1 0.0 0.310
H 11.456996 -4.893730 -1.061081 -0.1 0.1 0.0 0.382
H 9.801526 -5.454661 -0.713096 0.1 0.2 0.0 0.310
C -7.289418 3.959230 0.742146 -0.1 0.0 -0.1 -0.739
S -7.085925 3.317764 -0.937161 0.2 0.4 0.0 0.572
O -6.282095 4.321494 -1.708979 -0.5 -0.2 0.3 -0.610
C -8.816996 3.517845 -1.422827 -0.1 0.1 -0.1 -0.958
H -6.313344 3.963899 1.232773 -0.2 -0.1 -0.1 0.274
H -7.682593 4.977781 0.707760 0.0 -0.1 -0.1 0.360
H -7.970874 3.312145 1.299706 0.2 0.1 0.0 0.182
H -9.115095 4.564446 -1.322140 0.1 -0.1 0.0 0.285
H -9.448013 2.885682 -0.793738 0.1 0.0 0.0 0.332
H -8.923221 3.209999 -2.465782 0.1 0.0 0.1 0.329
C 1.280465 0.036509 -7.254961 0.0 0.0 -0.1 -0.794
S 2.582503 -0.228714 -8.482687 -0.3 0.4 -0.2 0.498
O 2.481065 0.874885 -9.493181 0.0 -0.5 0.4 -0.632
C 1.845553 -1.708434 -9.217427 -0.1 -0.1 -0.1 -0.891
H 1.512532 0.944268 -6.693202 0.1 -0.2 -0.1 0.294
H 0.315789 0.155482 -7.753419 0.1 0.0 -0.1 0.357
H 1.246771 -0.813781 -6.569507 0.1 0.1 -0.1 0.242
H 0.845115 -1.480560 -9.593685 0.1 0.1 0.1 0.288
H 1.792909 -2.500944 -8.467278 0.0 0.1 0.0 0.332
H 2.477691 -2.036853 -10.045889 0.0 0.1 0.1 0.316
C -8.658097 2.563652 6.095368 0.0 0.1 0.1 -0.950
S -8.454604 1.922185 4.416061 0.2 0.3 -0.1 0.486
O -7.650774 2.925915 3.644242 -0.5 -0.3 0.4 -0.566
C -10.185675 2.122266 3.930395 -0.1 0.1 0.0 -0.943
H -7.682023 2.568320 6.585994 -0.1 -0.1 -0.2 0.313
H -9.051272 3.582202 6.060981 0.0 -0.1 -0.1 0.299
H -9.339553 1.916567 6.652927 0.1 0.0 -0.1 0.378
H -10.483774 3.168867 4.031082 0.1 -0.1 0.0 0.303
H -10.816692 1.490102 4.559484 0.1 0.0 0.0 0.397
H -10.291901 1.814420 2.887440 0.1 0.0 0.1 0.289
C 0.852004 5.327898 0.903803 0.0 0.1 0.1 -1.103
S 0.934769 3.522650 0.819014 -0.1 -0.2 0.3 0.721
O 0.152629 2.980426 1.978139 0.5 0.5 -0.4 -0.656
C 2.689481 3.397731 1.240785 0.1 0.0 0.1 -1.059
H -0.177189 5.637913 0.708596 0.1 -0.2 0.0 0.295
H 1.150999 5.669195 1.897449 0.0 -0.1 0.0 0.359
H 1.509290 5.759223 0.144916 0.0 -0.1 0.0 0.384
H 2.874016 3.859646 2.213902 -0.1 0.0 -0.1 0.362
H 3.286059 3.892936 0.471087 -0.1 0.0 0.0 0.380
H 2.962092 2.340572 1.284432 -0.2 0.1 -0.1 0.299
C -2.950516 -4.094156 2.639596 0.0 0.0 0.1 -1.009
S -3.248263 -2.826353 1.383816 -0.3 0.1 0.2 0.780
O -3.956602 -1.686313 2.053056 0.2 -0.5 -0.2 -0.686
C -4.485664 -3.768223 0.459570 -0.2 0.0 0.0 -1.129
H -2.226047 -3.706476 3.359529 0.0 0.1 -0.2 0.251
H -3.882443 -4.333852 3.156581 0.0 0.1 -0.1 0.395
H -2.543515 -4.989911 2.164257 0.0 0.1 0.0 0.348
H -5.322287 -4.028410 1.112822 0.1 0.1 0.0 0.346
H -4.028197 -4.674762 0.056482 0.0 0.1 0.0 0.356
H -4.848844 -3.149827 -0.364744 0.1 0.0 0.1 0.329
```
Positions in Å, forces in eV/Å.

- Energy above the lowest of the compared OMol25 structures with the same formula, charge and spin: 12.9629 eV
- E: -8229.209287 Eh
- E_LUMO: -0.98 eV
- HOMO: -8.112 eV

No. 3
The following is a quantum chemistry calculation of a cluster of 2 separate species, C4H7OS2 in total, from OMol25.

Geometry as XYZ:
```
14
Properties=species:S:1:pos:R:3:forces:R:3:mulliken_charge:R:1
C -4.271821 0.394344 0.810275 -0.9 2.3 2.7 0.725
C -1.166264 0.315120 0.934212 -1.1 -2.7 2.8 -1.180
C 0.268386 -0.513988 -0.925351 1.4 -0.3 1.1 -1.353
C -0.301358 0.681493 -0.231808 -1.3 0.7 -0.5 0.389
O -4.294461 1.140426 1.705094 0.6 -0.4 -0.5 -0.379
S -4.550751 -0.584104 -0.300590 -0.1 -1.9 -2.3 -0.342
S -1.375713 1.540779 -1.406070 -0.8 0.8 -0.8 -0.717
H -0.613809 0.026608 1.952898 -0.6 0.8 -1.8 0.249
H -2.004366 1.048303 1.202266 1.7 -1.0 -0.6 0.242
H -1.634543 -0.754857 0.681294 0.4 2.3 0.4 0.166
H 0.037382 -1.396158 -0.366479 0.1 -0.9 0.2 0.298
H 1.302369 -0.512017 -1.246085 0.7 0.3 0.7 0.327
H -0.187620 -0.527099 -1.838969 -1.6 -0.6 -2.3 0.354
H 0.395102 1.436069 -0.023119 1.4 0.7 0.9 0.224
```
Positions in Å, forces in eV/Å.

- Energy above the lowest of the compared OMol25 structures with the same formula, charge and spin: 1.3886 eV
- E: -1028.229126 Eh
- E_LUMO: 3.02 eV
- HOMO: -2.319 eV
- Charge: -1

No. 4
The following is a quantum chemistry calculation of a structure of composition C5H35N2O13, from OMol25.

Geometry as XYZ:
```
55
Properties=species:S:1:pos:R:3:forces:R:3:mulliken_charge:R:1
C -1.151458 2.680613 -0.932700 1.1 0.6 -1.0 -0.667
O -0.287578 1.928531 -1.790715 -2.6 -1.9 0.7 -0.442
C -1.180280 2.083940 0.501965 -0.3 0.2 -0.4 -0.514
C -1.148778 0.562369 0.430743 1.3 -2.5 -1.6 1.799
C -1.193259 -0.098761 1.861012 -3.5 0.5 -1.7 0.013
N -0.345240 -3.631628 2.196530 1.5 3.3 5.4 -0.514
C -0.670895 -2.436466 2.526086 -1.3 0.8 0.8 0.155
N -1.491343 -1.552171 1.810983 2.1 -0.3 -2.3 0.162
H -2.139762 2.559680 -1.472026 0.8 1.0 1.3 0.268
H -0.662474 3.715038 -0.957056 -1.6 -0.9 0.4 0.388
H -0.354068 2.497585 1.117356 -0.4 -0.4 -0.3 0.314
H -2.146893 2.377671 0.938503 0.3 0.1 0.2 0.446
H -2.033423 0.122949 -0.136808 0.8 0.8 0.5 -0.555
H -0.208366 0.159917 -0.209932 -1.9 1.1 1.7 -0.556
H -0.387270 0.185627 2.524338 -0.6 -0.6 -0.1 -0.662
H -2.232814 0.347706 2.201845 1.9 -0.5 0.2 0.270
H -0.487556 -4.021829 1.359995 -1.5 -1.6 -4.5 0.283
H -0.502131 -1.834696 3.477446 0.6 -1.9 -0.7 0.346
H -1.882733 -1.968630 0.916470 0.2 0.9 0.9 0.273
H 0.492481 2.379510 -1.985593 2.7 1.2 -0.4 0.260
H 2.733522 2.252182 -1.149291 0.8 -1.5 0.3 0.492
O 2.367897 2.910452 -1.750723 -1.5 2.2 0.0 -0.801
H 1.879299 0.013061 -3.608391 2.2 -1.8 0.4 0.334
H 2.842867 -0.719253 -2.536354 -0.6 -0.2 -1.5 0.293
O 2.619360 -0.699803 -3.518712 -1.6 1.9 0.6 -0.746
H 4.002818 -1.102508 1.801387 0.0 0.6 -0.2 0.257
H 3.785134 0.385564 1.091292 0.7 -1.3 0.7 0.510
O 4.045649 -0.145289 1.941540 -0.3 0.5 -0.7 -0.746
H -2.909240 1.383033 -3.462005 0.5 2.1 -2.7 0.221
H -1.816028 0.843932 -2.289451 -0.3 1.0 -2.0 0.394
O -2.699532 0.899068 -2.727284 -0.1 -2.7 4.1 -0.662
H 2.385779 1.891431 1.432971 -0.5 -1.0 -6.5 0.261
H 3.209523 1.204842 2.633503 -2.3 2.4 -1.8 0.472
O 2.538156 1.977663 2.286295 2.2 -1.3 8.5 -0.724
H -3.615878 -1.200261 1.860980 3.8 -1.2 2.8 0.315
H -4.044734 -0.187502 0.770832 0.1 -0.6 0.5 0.328
O -4.286995 -0.929614 1.352958 -4.3 1.8 -3.3 -0.589
H 0.454798 -1.262313 -1.514206 1.6 0.3 2.6 0.183
H 0.775973 -1.653136 -2.847469 2.4 -0.8 -1.8 0.364
O 0.072384 -1.351317 -2.342565 -4.2 0.4 -0.9 -0.562
H -3.719633 -0.700846 -1.933525 2.1 -2.3 -0.6 0.304
H -2.250855 -1.233712 -2.160878 1.2 0.6 -0.6 0.270
O -3.126963 -1.546045 -2.017199 -3.0 0.9 1.4 -0.631
H -2.132678 -3.425103 -0.798178 -1.3 0.2 0.4 0.293
H -1.142917 -3.522086 -1.789068 1.0 0.2 -1.0 0.314
O -1.280613 -3.827004 -0.899939 0.1 -0.2 0.8 -0.638
H 0.792433 0.877890 3.516438 0.3 0.8 0.4 0.418
H 0.556484 -0.424982 4.175611 -0.2 0.8 0.6 0.364
O 0.170303 0.477615 4.152238 1.2 -0.9 0.1 -0.693
H 2.090106 3.572347 -1.083691 0.3 0.0 -0.8 0.313
H 4.295878 1.112484 -0.851972 1.4 -0.1 -0.7 0.199
O 3.447368 1.068278 -0.461995 -1.6 -1.4 1.7 -1.008
H 2.624652 -1.676727 -0.115483 0.0 -0.4 -0.2 0.106
H 2.930203 -0.104991 -0.603001 -0.3 -0.3 -1.1 0.537
O 2.419305 -1.214312 -0.933124 0.5 1.7 1.6 -0.810
```
Positions in Å, forces in eV/Å.

- 2S+1: 2
- Energy above the lowest of the compared OMol25 structures with the same formula, charge and spin: 2.9319 eV
- E: -1298.859755 Eh
- E_LUMO (alpha / beta): -0.90 / -5.57 eV
- HOMO (alpha / beta): -9.758 / -9.757 eV